(1)
Below is C6H12O in the gas phase, with properties calculated with ωB97M-V/def2-TZVPD.

ORCA input file:
```
! RIJCOSX wB97M-V def2-TZVPD def2/J DEFGRID3
* xyz 0 1
O 1.18490 0.89350 0.04815
C -0.84037 -0.18278 -0.69327
C 2.00071 -0.28320 1.01524
C 0.06497 1.47543 0.75211
C -1.13164 -1.67571 -0.80529
C -0.96866 0.36568 0.73996
C 0.60444 0.19846 -1.09120
H 1.82757 0.23454 1.98358
H -0.67417 -0.40233 1.46099
H -0.43254 -2.24081 -0.17983
H 1.25217 -0.65763 -1.26952
H -2.15406 -1.89676 -0.47866
H 0.42615 1.78957 1.73057
H -1.03619 -2.02611 -1.83939
H -0.26378 2.35389 0.18141
H -1.97748 0.71853 0.97078
H -1.53714 0.36784 -1.33825
H 3.01611 0.07454 0.74946
H 0.63898 0.89333 -1.93682
*
```

Atom charges from the Mulliken analysis, given in e for atoms 1 to 5: -0.26, 0.71, -0.72, -0.57, -1.69

---

(2)
Below is C22H20I3IrN5O3 as an isolated structure in a non-equilibrium geometry, with properties calculated with ωB97M-V/def2-TZVPD.

As for the expectation value of S²: 8.807.

ORCA input file:
```
! RIJCOSX wB97M-V def2-TZVPD def2/J DEFGRID3
* xyz 2 6
Ir -0.31619 -0.22506 -0.58399
I -0.67869 -7.57906 -0.32999
I -4.64519 -3.08576 0.21631
I 6.73331 0.05474 1.66351
O -0.32489 -0.14696 1.59061
O -2.11199 -1.55836 -0.66719
O 0.01781 -0.88796 3.65291
N -1.95259 3.71914 0.61191
N -0.29699 4.11444 -1.02819
N -2.50499 3.55794 -1.66129
N 0.46761 -2.25216 -1.19779
N -1.10299 1.86674 -0.66479
C 3.77281 0.17664 0.92571
C 1.68401 -2.60256 -1.57889
C 1.17281 -4.93916 -1.40859
C -0.11359 -4.59716 -0.95329
C -1.33779 4.34914 -2.01749
C -0.77519 4.50934 0.28981
C -0.43829 -3.21866 -0.92839
C -2.37779 -5.10856 -0.16879
C -2.18299 2.15404 -1.65569
C 0.06671 2.72364 -1.01049
C 2.41481 0.02854 1.12001
C 2.78851 -0.76266 3.36281
C -1.10449 -5.53186 -0.51279
C 4.15461 -0.63796 3.17241
C 1.91791 -0.43256 2.33031
C 2.05921 -3.93796 -1.73679
C -1.62619 2.32254 0.66021
C -3.00299 3.97434 -0.35939
C -1.78779 -2.77066 -0.61799
C -2.73079 -3.77496 -0.25469
C 0.40071 -0.52566 2.56741
C 4.64251 -0.16306 1.96001
H -3.24389 5.03824 -0.37989
H -3.10669 -5.83106 0.16971
H 1.45271 -5.98096 -1.50029
H -0.97819 4.05334 -3.00549
H 3.04151 -4.17106 -2.11229
H 2.38961 -1.80576 -1.77449
H -1.59269 5.40934 -2.03079
H 0.85051 2.58124 -0.26039
H -3.07049 1.57264 -1.39049
H -0.86999 2.14904 1.42881
H -1.02159 5.57204 0.28491
H 0.00501 4.32254 1.03191
H 1.70861 0.28194 0.31131
H 2.39091 -1.10786 4.30581
H 0.44691 2.43964 -1.99799
H 4.82561 -0.90286 3.97521
H -2.50789 1.72914 0.91531
H 4.15261 0.56994 -0.00449
H -1.85509 1.85994 -2.65699
H -3.89859 3.40784 -0.09679
*
```

Atom charges from the Mulliken analysis, given in e for atoms 1 to 5: 1.66, 0.25, 0.22, 0.48, -0.71

---

(3)
Below is C15H15NO5S in the gas phase, with properties calculated with ωB97M-V/def2-TZVPD.

As for the SMILES: O=C(O)CCNS(=O)(=O)c1ccc(Oc2ccccc2)cc1.

ORCA input file:
```
! RIJCOSX wB97M-V def2-TZVPD def2/J DEFGRID3
* xyz 0 1
S 1.06753 -2.76736 -2.34633
O -2.55409 0.20991 1.22124
O 2.96768 -0.69440 2.23975
O 1.35237 -4.04886 -1.76356
O 0.65846 -2.70287 -3.71682
O 4.89823 -0.85993 1.14027
N 2.40162 -1.75692 -2.22040
C -4.14752 3.46863 1.44034
C -3.96383 2.09894 1.39994
C -0.39124 -2.39159 -0.04995
C -1.21375 -1.66298 0.78571
C -1.80717 3.80182 1.05022
C -2.69404 1.57942 1.17786
C 3.15158 -1.84038 -0.99004
C -1.40121 0.05608 -0.90462
C -3.07285 4.32311 1.25915
C 2.95804 -0.55366 -0.16617
C -1.60976 2.43351 1.01191
C -0.07276 -1.89045 -1.29804
C 3.57123 -0.70193 1.20268
C -1.71333 -0.42805 0.36745
C -0.57650 -0.68000 -1.73343
H 4.21589 -1.99568 -1.17836
H 3.43920 0.27610 -0.68496
H -3.21949 5.39198 1.28737
H 2.93220 -1.70958 -3.07308
H 1.89450 -0.34570 -0.05521
H -0.32206 -0.33574 -2.72267
H 0.01103 -3.34667 0.24722
H 2.77168 -2.69944 -0.42852
H -4.78875 1.41858 1.54178
H -1.81386 0.99661 -1.23803
H 5.27040 -0.97404 2.02951
H -0.62022 2.02438 0.86855
H -0.96317 4.46297 0.92255
H -1.48076 -2.02502 1.76541
H -5.13529 3.86921 1.61128
*
```

Atom charges from the Mulliken analysis, given in e for atoms 1 to 5: 1.24, -0.43, -0.56, -0.66, -0.71

---

(4)
Below is C17H25MoN4O4Si2 as an isolated structure in a non-equilibrium geometry, with properties calculated with ωB97M-V/def2-TZVPD.

ORCA input file:
```
! RIJCOSX wB97M-V def2-TZVPD def2/J DEFGRID3
* xyz 3 1
Mo -0.64219 -0.64167 0.06734
Si 1.82098 -1.85909 1.98067
Si -2.39792 2.14397 -1.13243
O 1.79397 -2.32574 -5.30621
O -0.95082 -1.73899 -1.35095
O -0.60926 -2.83287 -3.33377
O 3.51086 -0.93906 -5.07866
N 0.57624 -0.42062 1.45006
N -1.24118 1.09500 0.15607
N 0.95272 -0.38141 -1.39368
N 2.03873 0.39524 -1.53036
C 1.99341 -0.87935 -3.33542
C -1.73156 3.84750 -0.99950
C -0.26339 0.37458 3.64735
C 3.27381 -1.55548 0.89488
C -1.95349 2.11791 3.63843
C -1.08434 1.24263 4.32403
C 2.49484 -1.40130 -4.66725
C -1.98335 1.24549 -2.69017
C 0.63941 -3.18906 1.41076
C -0.27202 0.36923 2.24376
C 0.92804 -1.15025 -2.49665
C 2.16079 -2.01244 3.77564
C -1.19620 1.23815 1.53820
C 2.68734 0.13351 -2.66648
C -0.22464 -2.04441 -2.56537
C -2.02493 2.11170 2.27181
C -4.09913 1.74940 -0.55092
H -0.21254 -3.28025 2.09200
H 2.63990 -1.14048 4.22396
H 0.99475 -2.62995 -4.85549
H 1.29108 -2.29855 4.36714
H -2.25636 4.46392 -1.73712
H -4.24740 0.67331 -0.43168
H 3.72933 -0.58145 1.08872
H -2.68243 2.79090 1.74877
H 1.12196 -4.17170 1.39568
H -0.92676 1.30646 -2.95982
H -2.54411 1.70687 -3.50931
H 0.43783 -0.24823 4.18103
H -1.03587 1.28509 5.40474
H 0.27167 -3.07190 0.37990
H -4.78792 2.08063 -1.33587
H -0.66721 3.88752 -1.23711
H -2.30539 0.20132 -2.66539
H -1.88638 4.31214 -0.02529
H 4.03616 -2.30559 1.12455
H -4.40864 2.24466 0.36851
H 3.04137 -1.64357 -0.16601
H -2.55438 2.81952 4.20249
H 3.58541 0.65632 -2.96617
H 2.28382 1.08413 -0.83162
H 2.88539 -2.83370 3.84220
*
```

Atom charges from the Mulliken analysis, given in e for atoms 1 to 5: 1.03, 0.00, -0.23, -0.43, -0.69

---

(5)
Below is C33H43HfI2N8OS2Si as an isolated structure in a non-equilibrium geometry, with properties calculated with ωB97M-V/def2-TZVPD.

ORCA input file:
```
! RIJCOSX wB97M-V def2-TZVPD def2/J DEFGRID3
* xyz 1 1
Hf -0.65074 -0.32883 -0.27641
I 1.60175 -1.28262 -5.11174
I -1.70366 -6.04648 -5.24861
S -2.64069 0.48842 -1.73355
S 0.89644 0.37634 1.91536
Si 3.60186 -0.85668 3.70619
O 0.08849 -1.00416 -2.11006
N -3.56681 3.01270 -1.27033
N 0.29958 1.57459 -0.92392
N -1.37227 -1.53150 1.76055
N -2.81948 1.97665 0.57520
N -2.26657 0.85426 1.06578
N -1.71900 -2.44351 -0.97704
N 1.07040 3.58628 -1.71001
N 1.29967 -1.58585 0.32487
C 0.09691 2.02363 -3.30943
C -1.73289 -2.54918 4.30578
C -1.33414 -2.86107 -2.22605
C -0.28695 -2.04254 -2.79159
C -2.97676 -4.57143 -2.26917
C 3.61560 -2.58569 1.38101
C -1.89075 -3.93920 -2.90126
C 3.09495 -3.12610 0.21355
C -2.76998 -3.01069 -0.44504
C -1.31032 -4.31808 -4.17972
C -3.01605 1.50721 3.27923
C -3.42700 -4.07751 -1.07830
C 1.95060 -2.56623 -0.27274
C -1.07855 -3.30869 3.34684
C 1.53684 4.01176 -0.40658
C -3.05247 1.88904 -0.70090
C 1.84214 -0.98791 1.40566
C 0.18007 -2.42700 -4.04251
C 0.52461 2.39506 -1.93421
C -0.29768 -3.57656 -4.67338
C 5.03366 -1.93000 4.23120
C 4.12269 0.93260 3.60132
C -1.97505 -0.78860 2.71933
C 1.34936 4.43835 -2.86207
C 2.26674 -1.00627 4.98182
C -4.07286 3.04275 -2.61179
C 2.87594 3.37989 0.01940
C -2.43634 0.57196 2.30740
C 2.96526 -1.52850 2.06970
C -5.35535 2.23994 -2.92634
C -2.19872 -1.29976 3.99252
C 2.75011 4.30647 -3.39819
C -0.94307 -2.75061 2.07069
H -2.25747 1.83910 4.03666
H -6.23031 2.54053 -2.35449
H 3.21166 3.65629 1.01427
H -0.70461 2.68232 -3.66943
H -0.43309 -3.29293 1.31278
H -3.45194 -5.41967 -2.70655
H -2.77321 -0.74086 4.74764
H 1.54088 5.10313 -0.50217
H 4.69717 -2.91004 4.55542
H -3.39464 2.41570 2.79608
H -0.30785 0.99829 -3.37833
H -3.94399 3.69049 -0.64259
H 1.20962 5.45867 -2.52477
H 4.31970 1.30037 4.60251
H -5.52675 2.35801 -4.00811
H 1.60248 -0.13532 4.86451
H 0.12054 -3.88859 -5.61501
H 1.51066 -2.95265 -1.16298
H 0.74342 3.76667 0.33401
H 5.06245 1.04125 3.02782
H -5.26288 1.18863 -2.70211
H 0.63815 4.28323 -3.63908
H 3.54287 -3.93438 -0.31230
H 2.71355 -1.03097 5.97187
H 0.79738 1.94892 -0.11360
H -4.27896 4.09746 -2.84637
H 5.70073 -2.07927 3.35464
H -3.30031 2.73063 -3.33996
H -3.80473 1.09699 3.89611
H -1.87786 -2.92895 5.31177
H -3.13894 -2.52695 0.46086
H 3.35649 1.55257 3.16697
H 1.68991 -1.92204 4.85772
H 5.63510 -1.56441 5.06343
H 2.89138 5.07082 -4.20057
H 4.55427 -3.00848 1.72672
H 2.85709 2.29606 -0.03863
H -0.65876 -4.25964 3.56624
H 3.70182 3.71400 -0.64153
H 0.93090 2.11082 -4.04524
H -4.34245 -4.45462 -0.67552
H 3.50080 4.49061 -2.63238
H 2.99025 3.34158 -3.79877
*
```

Atom charges from the Mulliken analysis, given in e for atoms 1 to 5: 1.05, 0.02, 0.12, -0.41, -0.50

---

For reference, calculated total energy by record: -8459.9581 -63852.3770 -38361.1378 -49768.7942 -95945.9146 eV.
For reference, relative energy (zero: lowest compared OMol25 entry of this formula, charge and spin) by record: 101.4 37.6 2.7 0.0 0.0 kcal per mole.